No. 1
This record from OMol25 describes a 2-piece molecular cluster, Cl2H3N3 overall at a distorted geometry. The level of theory is ωB97M-V/def2-TZVPD.

Positions of all 8 atoms, in Å:
1 N -0.510 0.808 -0.175
2 N 0.673 0.483 0.116
3 N 1.199 -0.514 -0.371
4 Cl 2.865 -0.705 -0.078
5 Cl -2.794 -1.373 -0.038
6 H -1.870 -1.021 -0.802
7 H -0.829 1.504 0.425
8 H 1.266 0.817 0.921

Summary:
Energy above the lowest of the compared OMol25 structures with the same formula, charge and spin = 9.88 kcal per mole
E = -1086.314452 Ha

Charge distribution, Mulliken scheme, values in e: number 1, N, carries -0.674; number 2, N, carries 0.663; number 3, N, carries -0.362; number 4, Cl, carries -0.118; number 5, Cl, carries -0.265; number 6, H, carries 0.262; number 7, H, carries 0.193; number 8, H, carries 0.301


No. 2
This record from OMol25 describes a 2-piece molecular cluster, Cl2H4N2P overall at a distorted geometry. The level of theory is ωB97M-V/def2-TZVPD.

Positions of all 9 atoms, in Å:
1 N -0.128 -0.227 0.004
2 N 2.683 -0.819 -0.631
3 P 1.547 -0.055 0.035
4 Cl 1.894 1.672 0.970
5 Cl -3.364 1.266 0.124
6 H -0.681 0.506 0.514
7 H -0.669 -0.705 -0.765
8 H -3.960 0.193 0.442
9 H 2.679 -1.831 -0.694

Summary:
Energy above the lowest of the compared OMol25 structures with the same formula, charge and spin = 53.52 kcal per mole
Total charge = +1
E = -1373.368179 Ha

Charge distribution, Mulliken scheme, values in e: number 1, N, carries -0.397; number 2, N, carries -0.439; number 3, P, carries 0.904; number 4, Cl, carries -0.006; number 5, Cl, carries -0.272; number 6, H, carries 0.286; number 7, H, carries 0.322; number 8, H, carries 0.277; number 9, H, carries 0.324


No. 3
This record from OMol25 describes a 2-piece molecular cluster, Cl2HNS overall at a distorted geometry. The level of theory is ωB97M-V/def2-TZVPD.

Positions of all 5 atoms, in Å:
1 N -1.478 0.030 2.416
2 S -2.421 -0.976 1.928
3 Cl 0.036 -0.557 -1.102
4 Cl -1.296 -2.801 1.556
5 H -0.462 -1.493 -0.307

Summary:
Energy above the lowest of the compared OMol25 structures with the same formula, charge and spin = 4.95 kcal per mole
E = -1373.871341 Ha

Charge distribution, Mulliken scheme, values in e: number 1, N, carries -0.107; number 2, S, carries 0.384; number 3, Cl, carries -0.228; number 4, Cl, carries -0.270; number 5, H, carries 0.221


No. 4
This record from OMol25 describes the molecule Cl2HNS at a distorted geometry. The level of theory is ωB97M-V/def2-TZVPD.

Positions of all 5 atoms, in Å:
1 N 1.223 -0.116 -0.540
2 S -0.449 -0.010 -0.784
3 Cl -1.001 1.494 0.431
4 Cl -1.050 -1.622 0.519
5 H 1.277 0.254 0.375

Summary:
Energy above the lowest of the compared OMol25 structures with the same formula, charge and spin = 16.88 kcal per mole
E = -1373.852341 Ha

Charge distribution, Mulliken scheme, values in e: number 1, N, carries -0.461; number 2, S, carries 0.402; number 3, Cl, carries -0.058; number 4, Cl, carries -0.151; number 5, H, carries 0.267


No. 5
This record from OMol25 describes a 2-piece molecular cluster, Cl2HNS overall at a distorted geometry. The level of theory is ωB97M-V/def2-TZVPD.

Positions of all 5 atoms, in Å:
1 N 0.182 0.006 0.730
2 S 1.252 0.351 -0.379
3 Cl -1.179 1.257 1.256
4 Cl -0.499 -1.664 0.791
5 H 0.243 0.050 -2.398

Summary:
Energy above the lowest of the compared OMol25 structures with the same formula, charge and spin = 105.37 kcal per mole
E = -1373.711316 Ha

Charge distribution, Mulliken scheme, values in e: number 1, N, carries -0.070; number 2, S, carries 0.007; number 3, Cl, carries -0.017; number 4, Cl, carries 0.028; number 5, H, carries 0.052


No. 6
This record from OMol25 describes a 2-piece molecular cluster, Cl2HOP overall at a distorted geometry. The level of theory is ωB97M-V/def2-TZVPD.

Positions of all 5 atoms, in Å:
1 O -1.795 1.884 0.744
2 P -1.990 1.010 -0.364
3 Cl 2.800 -0.984 -0.130
4 Cl -0.710 -0.508 0.055
5 H 1.695 -1.401 -0.304

Summary:
Energy above the lowest of the compared OMol25 structures with the same formula, charge and spin = 23.74 kcal per mole
SMILES = O=PCl.Cl
E = -1337.604228 Ha

Charge distribution, Mulliken scheme, values in e: number 1, O, carries -0.328; number 2, P, carries 0.491; number 3, Cl, carries -0.187; number 4, Cl, carries -0.160; number 5, H, carries 0.185